--- one ---
{
  "formula": "C4H14NO2",
  "method": "the ωB97M-V functional and the def2-TZVPD basis",
  "species": ["C", "C", "C", "C", "O", "N", "H", "H", "H", "H", "H", "H", "H", "H", "H", "H", "H", "H", "H", "H", "O"],
  "positions_angstrom": [[-1.7637, -0.3671, 0.3766], [-0.3707, 0.1407, 0.0627], [-0.0999, 1.5949, 0.4964], [0.8506, 2.2513, -0.5098], [1.9780, 1.4016, -0.7896], [0.6284, -0.7961, 0.7099], [-1.9887, -1.3822, 0.0746], [-2.0190, -0.1099, 1.4059], [-2.4350, 0.2617, -0.2219], [-0.1474, 0.1195, -1.0004], [0.3330, 1.6560, 1.4942], [-1.0819, 2.0646, 0.5116], [1.2245, 3.2236, -0.1919], [0.3089, 2.4575, -1.4392], [1.9004, 1.1921, -1.7403], [0.5484, -1.7907, 0.3996], [0.4757, -0.7437, 1.7221], [1.6015, -0.4600, 0.6883], [-0.5924, -3.8175, -0.2296], [0.4685, -3.6190, -1.3261], [0.1809, -3.2772, -0.4931]],
  "nbo_charge": [-0.64, -0.03, -0.45, -0.07, -0.74, -0.70, 0.23, 0.23, 0.25, 0.21, 0.22, 0.25, 0.21, 0.18, 0.49, 0.48, 0.42, 0.45, 0.50, 0.50, -0.97],
  "lumo_ev": -2.9649,
  "charge": 1,
  "homo_lumo_gap_ev": 11.54,
  "homo_ev": -14.5
}

=====

--- two ---
{
  "formula": "C4H14NO2",
  "method": "the ωB97M-V functional and the def2-TZVPD basis",
  "species": ["C", "C", "C", "C", "N", "H", "H", "H", "H", "H", "H", "H", "H", "H", "H", "H", "H", "O", "H", "H", "O"],
  "positions_angstrom": [[-0.7942, -1.3623, 0.5614], [0.0390, -2.0787, -0.5219], [0.6348, -1.0876, -1.4554], [1.9371, -0.7870, -1.4682], [0.1519, -0.6088, 1.4438], [-1.2659, -2.1250, 1.1692], [-1.4825, -0.6955, 0.0682], [-0.6506, -2.7800, -0.9842], [0.8194, -2.6158, 0.0237], [-0.0042, -0.3903, -1.9964], [2.4153, -0.2634, -2.2885], [2.5942, -1.0385, -0.6381], [-0.2099, 0.1767, 2.0181], [0.9471, -0.3485, 0.8514], [0.5116, -1.2499, 2.1576], [0.0630, 2.8221, -1.5908], [-0.5218, 3.9008, -0.6299], [-0.3922, 2.9555, -0.7552], [-1.8919, 2.3569, 1.6322], [-0.7279, 1.8999, 0.7825], [-1.2323, 1.6522, 1.5821]],
  "nbo_charge": [-0.21, -0.46, -0.22, -0.37, -0.70, 0.23, 0.24, 0.26, 0.21, 0.22, 0.23, 0.19, 0.49, 0.44, 0.43, 0.50, 0.50, -0.98, 0.50, 0.50, -1.00],
  "lumo_ev": -2.9617,
  "charge": 1,
  "homo_lumo_gap_ev": 10.63,
  "homo_ev": -13.6
}

=====

--- three ---
{
  "formula": "C4H14NO2",
  "method": "the ωB97M-V functional and the def2-TZVPD basis",
  "species": ["C", "C", "C", "C", "N", "H", "H", "H", "H", "H", "H", "H", "H", "H", "H", "H", "H", "O", "H", "H", "O"],
  "positions_angstrom": [[1.6628, 0.7785, 1.6688], [0.1758, 1.1055, 1.3362], [-0.1257, 0.8365, -0.1182], [-0.0905, 1.7183, -1.0993], [-0.3787, -0.6577, -0.3696], [2.3164, 0.6108, 0.8113], [1.6681, -0.1480, 2.2417], [2.1046, 1.6038, 2.2216], [-0.0498, 2.1678, 1.4075], [-0.4307, 0.5899, 2.0742], [0.5947, 2.5357, -0.8805], [-0.3528, 1.6262, -2.1381], [0.5739, -0.9674, -0.5152], [-0.7018, -1.1193, 0.4867], [-0.7801, -0.7806, -1.3067], [0.0277, -0.2798, -3.8216], [-1.2888, -1.0599, -3.8388], [-0.7940, -0.3993, -3.3318], [-1.8416, -3.0670, 1.1555], [-1.2239, -2.3316, 2.4392], [-1.0656, -2.7626, 1.5769]],
  "nbo_charge": [-0.62, -0.48, 0.18, -0.39, -0.74, 0.21, 0.22, 0.25, 0.25, 0.23, 0.24, 0.25, 0.43, 0.47, 0.48, 0.49, 0.50, -0.97, 0.49, 0.50, -0.96],
  "lumo_ev": -3.0878,
  "charge": 1,
  "homo_lumo_gap_ev": 10.90,
  "homo_ev": -14.0
}

=====

Stability ranking, top entry: one; the second entry is 0.0327 hartree less favorable.

=====

--- one ---
{
  "formula": "C4H14NO2",
  "method": "the ωB97M-V functional and the def2-TZVPD basis",
  "species": ["C", "O", "C", "C", "C", "N", "H", "H", "H", "H", "H", "H", "H", "H", "H", "H", "H", "H", "H", "H", "O"],
  "positions_angstrom": [[1.7627, -0.4768, 0.7041], [2.4139, -0.4694, -0.5872], [0.4152, 0.1077, 0.4504], [0.2964, 1.6297, 0.2980], [-1.0833, 2.1602, 0.6967], [-0.2656, -0.5941, -0.7085], [1.6797, -1.5360, 0.9500], [2.2727, 0.1280, 1.4451], [3.3580, -0.2899, -0.4579], [-0.2276, -0.2128, 1.2796], [1.0568, 2.0800, 0.9356], [0.6751, 1.8562, -0.7034], [-1.7798, 2.3944, -0.1096], [-1.5739, 1.4259, 1.3369], [-1.0313, 3.0769, 1.2822], [0.4254, -0.4890, -1.4738], [-1.1321, -0.1469, -1.0174], [-0.4146, -1.6040, -0.6665], [-2.3365, -3.1830, -0.4615], [-2.5066, -3.1300, -1.9575], [-2.0045, -2.7269, -1.2353]],
  "nbo_charge": [-0.09, -0.76, -0.05, -0.44, -0.63, -0.69, 0.19, 0.22, 0.50, 0.21, 0.24, 0.23, 0.22, 0.21, 0.25, 0.45, 0.45, 0.47, 0.49, 0.50, -0.98],
  "lumo_ev": -2.9947,
  "charge": 1,
  "homo_lumo_gap_ev": 11.81,
  "homo_ev": -14.8
}

=====

--- two ---
{
  "formula": "C4H14NO2",
  "method": "the ωB97M-V functional and the def2-TZVPD basis",
  "species": ["C", "C", "C", "C", "N", "H", "H", "H", "H", "H", "H", "H", "H", "H", "H", "H", "H", "O", "H", "H", "O"],
  "positions_angstrom": [[-0.3419, -0.1188, 0.0152], [-1.7654, -0.1115, 0.2258], [-2.5300, -1.2968, -0.0634], [-1.9834, -2.5374, -0.4152], [1.0208, 2.8133, -0.2937], [0.1926, 0.5534, 0.6934], [-0.2104, 0.2394, -1.0336], [0.1386, -1.0876, 0.1096], [-2.2428, -1.5431, -1.6510], [-2.3813, 0.7432, 0.4676], [-3.6043, -1.1920, -0.2132], [-0.9925, -2.7887, -0.0521], [1.2553, 3.5465, 0.3539], [0.5843, 3.1453, -1.1370], [1.6062, 1.9778, -0.3527], [2.8858, 0.2396, -1.5592], [2.2475, 0.0921, 0.6154], [2.1867, 0.3743, -0.9064], [-2.6954, -3.3481, -0.5236], [2.7427, -0.0778, 2.0718], [1.9587, 0.1833, 1.5755]],
  "mulliken_charge": [-0.86, -0.02, -0.18, -0.69, -0.46, 0.33, 0.36, 0.37, 0.39, 0.38, 0.46, 0.35, 0.22, 0.22, 0.30, 0.18, 0.36, -0.70, 0.33, 0.33, -0.66],
  "lumo_ev": -8.5268,
  "charge": 1,
  "homo_lumo_gap_ev": 3.69,
  "homo_ev": -12.2
}

=====

--- three ---
{
  "formula": "C4H14NO2",
  "method": "the ωB97M-V functional and the def2-TZVPD basis",
  "species": ["C", "C", "C", "C", "N", "H", "H", "H", "H", "H", "H", "H", "H", "H", "H", "H", "H", "O", "H", "H", "O"],
  "positions_angstrom": [[-3.3846, 1.1395, 1.1023], [-2.3835, 0.9473, -0.0554], [-1.2044, 0.1394, 0.3538], [-0.5590, -0.5924, -0.5520], [0.6578, -1.3475, -0.1713], [-2.8445, 1.2007, 2.0577], [-3.9816, 0.2286, 1.1791], [-3.9786, 2.0161, 0.8554], [-2.0922, 1.8817, -0.6031], [-2.9838, 0.3596, -0.8112], [-0.9042, 0.2743, 1.4002], [-0.9936, -0.5905, -1.5443], [1.3408, -0.7441, 0.3389], [0.3316, -2.2372, 0.2057], [1.1144, -1.6100, -1.0697], [3.2392, -0.2140, -0.9746], [3.2968, -0.3921, -2.5146], [2.8446, -0.6801, -1.7194], [3.4755, 0.7411, 1.4051], [2.0214, 1.0959, 1.3761], [2.6341, 0.4198, 1.0618]],
  "nbo_charge": [-0.60, -0.46, -0.12, -0.11, -0.72, 0.20, 0.22, 0.24, 0.24, 0.23, 0.21, 0.24, 0.48, 0.45, 0.48, 0.49, 0.50, -0.99, 0.51, 0.49, -0.98],
  "lumo_ev": -3.0772,
  "charge": 1,
  "homo_lumo_gap_ev": 10.99,
  "homo_ev": -14.1
}

=====

Stability ranking, top entry: one; the second entry is 0.0243 hartree less favorable.

=====

--- one ---
{
  "formula": "C6H6",
  "method": "the ωB97M-V functional and the def2-TZVPD basis",
  "species": ["C", "C", "H", "H", "C", "C", "H", "H", "C", "C", "H", "H"],
  "positions_angstrom": [[1.6336, -1.2239, -0.0631], [1.2998, -2.3797, -0.0503], [1.8847, -0.1831, -0.0730], [1.0001, -3.4044, -0.0391], [-1.8786, -0.8186, 0.0942], [-2.7026, 0.0572, 0.1353], [-1.1126, -1.5656, 0.0548], [-3.4295, 0.8382, 0.1738], [0.2343, 2.0208, -0.0392], [1.4029, 2.3046, -0.0766], [-0.7933, 1.7221, -0.0065], [2.4410, 2.5523, -0.1091]],
  "nbo_charge": [-0.22, -0.26, 0.25, 0.24, -0.22, -0.26, 0.25, 0.24, -0.22, -0.26, 0.25, 0.24],
  "lumo_ev": 1.1330,
  "smiles": "C#C.C#C.C#C",
  "homo_lumo_gap_ev": 11.84,
  "homo_ev": -10.7
}

=====

--- two ---
{
  "formula": "C6H6",
  "method": "the ωB97M-V functional and the def2-TZVPD basis",
  "species": ["C", "C", "C", "C", "C", "C", "H", "H", "H", "H", "H", "H"],
  "positions_angstrom": [[-0.3070, -0.7934, -1.6122], [0.8096, 0.1925, 0.1701], [-0.4617, 0.3093, -0.6193], [-1.5484, 0.9921, -0.6391], [0.8455, 0.1690, 1.5819], [0.8783, 0.0994, 2.7869], [-0.9157, -1.6737, -1.3816], [-0.3004, -0.5389, -2.6752], [0.8326, -0.9769, -0.8462], [1.6186, 0.7506, -0.3098], [-2.4591, 1.4783, -0.3205], [0.9100, 0.0261, 3.8479]],
  "nbo_charge": [-0.55, -0.34, -0.16, -0.09, -0.06, -0.19, 0.22, 0.22, 0.24, 0.24, 0.22, 0.24],
  "lumo_ev": [-0.8734, 0.1033],
  "homo_lumo_gap_ev": [7.13, 7.94],
  "homo_ev": [-8.0, -7.8]
}

=====

Stability ranking, top entry: one; the second entry is 0.0628 hartree less favorable.

=====

--- one ---
{
  "formula": "C6H6",
  "method": "the ωB97M-V functional and the def2-TZVPD basis",
  "species": ["C", "C", "C", "C", "C", "C", "H", "H", "H", "H", "H", "H"],
  "positions_angstrom": [[-1.6770, 0.4005, 0.0361], [-0.7220, -0.4158, -0.7906], [-0.8707, -0.8446, -2.0146], [0.6027, -0.8943, -0.1869], [1.6019, 0.1747, -0.0971], [2.4437, 1.0340, -0.0473], [-2.0405, -0.1994, 0.8790], [-1.1731, 1.2849, 0.4394], [-2.5404, 0.7265, -0.5487], [1.0171, -1.7230, -0.7738], [0.3871, -1.2965, 0.8113], [3.1966, 1.7908, -0.0143]],
  "nbo_charge": [-0.62, -0.36, 0.25, -0.47, -0.02, -0.22, 0.22, 0.23, 0.23, 0.26, 0.25, 0.24],
  "lumo_ev": -0.2452,
  "homo_lumo_gap_ev": 9.75,
  "homo_ev": -10.0
}

=====

--- two ---
{
  "formula": "C6H6",
  "method": "the ωB97M-V functional and the def2-TZVPD basis",
  "species": ["C", "C", "C", "C", "C", "C", "H", "H", "H", "H", "H", "H"],
  "positions_angstrom": [[-0.9602, 0.8917, -0.4684], [0.0950, 0.5221, -1.3232], [1.0684, -0.3059, -0.7699], [0.9382, -0.9447, 0.4435], [-0.1275, -0.6435, 1.2673], [-1.0220, 0.3538, 0.8536], [-1.7855, 1.5348, -0.8212], [-0.0075, 0.8967, -2.3639], [2.0484, -0.3455, -1.4373], [1.8054, -1.5165, 0.7200], [-0.2882, -1.0465, 2.2570], [-1.7645, 0.6036, 1.6425]],
  "nbo_charge": [-0.21, -0.23, -0.21, -0.22, -0.21, -0.22, 0.21, 0.22, 0.21, 0.22, 0.22, 0.22],
  "lumo_ev": 1.1128,
  "smiles": "c1ccccc1",
  "homo_lumo_gap_ev": 10.39,
  "homo_ev": -9.3
}

=====

Stability ranking, top entry: two; the second entry is 0.1851 hartree less favorable.

=====

--- one ---
{
  "formula": "CH7N5O",
  "method": "the ωB97M-V functional and the def2-TZVPD basis",
  "species": ["H", "N", "C", "N", "N", "H", "H", "H", "H", "H", "N", "N", "O", "H"],
  "positions_angstrom": [[-0.1279, 1.9398, 1.4002], [-0.5892, 1.7361, 0.5315], [-0.8066, 0.5154, 0.2634], [-0.5152, -0.6209, 0.9596], [-0.7509, -1.9215, 0.4832], [-1.6305, 0.2233, -0.5818], [0.2281, -0.3902, 1.5165], [-1.7242, -1.9641, 0.2014], [-0.1214, -2.1220, -0.3097], [2.9249, 0.0338, -1.0054], [1.9894, -0.2518, -1.2894], [1.1818, 0.6368, -1.3366], [1.6880, 1.8877, -1.0944], [0.9479, 2.5573, -0.8923]],
  "nbo_charge": [0.34, -0.79, 0.32, -0.47, -0.64, 0.14, 0.37, 0.36, 0.36, 0.31, -0.37, 0.15, -0.60, 0.52],
  "lumo_ev": 0.9436,
  "smiles": "[H]/N=C\\NN.[H]/N=N\\O",
  "homo_lumo_gap_ev": 10.05,
  "homo_ev": -9.1
}

=====

--- two ---
{
  "formula": "CH7N5O",
  "method": "the ωB97M-V functional and the def2-TZVPD basis",
  "species": ["C", "N", "N", "N", "N", "N", "O", "H", "H", "H", "H", "H", "H", "H"],
  "positions_angstrom": [[-0.0871, -0.6160, 0.2393], [0.0825, -0.6094, -2.5794], [0.6050, -1.1086, 1.5026], [-0.7654, 0.6342, 0.3724], [0.2680, 0.4878, -2.9394], [1.0532, -0.3402, -0.6755], [1.2925, 0.9676, -0.9437], [-0.7665, -1.4441, -0.2262], [1.6033, -0.9449, 1.3216], [0.2841, -0.5891, 2.3398], [-0.1493, 1.2823, 0.9050], [-1.7188, 0.4822, 0.7582], [0.5560, 1.6158, -1.1437], [0.3320, 0.7795, -3.9691]],
  "nbo_charge": [0.18, 0.01, -0.87, -0.89, -0.35, -0.07, -0.55, 0.19, 0.38, 0.36, 0.38, 0.38, 0.48, 0.36],
  "lumo_ev": [0.3765, 0.4756],
  "homo_lumo_gap_ev": [8.53, 8.81],
  "homo_ev": [-8.2, -8.3]
}

=====

Stability ranking, top entry: one; the second entry is 0.0540 hartree less favorable.